Entry from the OMol25 dataset: an isolated ion of composition C6H6ClN2 and charge +1 at a distorted geometry (the ωB97M-V functional and the def2-TZVPD basis).

The charge is +1.

```
15
Properties=species:S:1:pos:R:3:nbo_charge:R:1
C 1.256 0.657 -0.996 -0.2165
C 0.253 0.000 -1.855 -0.3272
C 1.369 0.489 0.315 -0.0891
C -0.948 -0.354 -1.644 0.1965
C 0.525 -0.407 1.183 -0.4966
C -0.868 0.140 1.335 0.0353
N -2.801 -1.253 1.019 0.1477
N -1.894 -0.596 1.147 0.0025
Cl -1.133 1.764 1.856 0.1361
H 1.936 1.293 -1.542 0.2578
H 0.660 -0.165 -2.861 0.3306
H 2.146 1.046 0.823 0.2470
H -1.944 -0.717 -1.703 0.2551
H 0.461 -1.409 0.750 0.2581
H 0.982 -0.489 2.172 0.2628
```



Entry from the OMol25 dataset: a 2-piece molecular cluster, C6H6F2N2O4 overall at a distorted geometry (the ωB97M-V functional and the def2-TZVPD basis).

As for the SMILES: C=C(F)/C=C\C=C(\F)[N+](=O)[O-].O=NO.

```
20
Properties=species:S:1:pos:R:3:nbo_charge:R:1
C 0.311 -0.758 0.652 -0.2380
C 1.671 -0.750 0.777 -0.1831
C -0.395 -0.269 -0.481 -0.2161
C 2.412 1.123 -0.722 -0.4913
C 2.679 -0.031 -0.112 0.3744
C -1.711 0.092 -0.424 0.4391
N -5.668 -1.210 0.098 0.3809
N -2.392 0.434 0.715 0.4807
O -4.534 -1.293 -0.307 -0.3633
O -5.959 0.037 0.492 -0.5037
O -2.013 0.076 1.788 -0.3541
O -3.398 1.076 0.500 -0.4166
F 3.852 -0.632 -0.056 -0.3123
F -2.383 0.250 -1.551 -0.2764
H -0.231 -1.176 1.531 0.2617
H 2.150 -1.229 1.605 0.2200
H 0.174 -0.088 -1.417 0.2574
H -5.224 0.565 0.355 0.4778
H 3.139 1.488 -1.430 0.2301
H 1.414 1.572 -0.452 0.2330
```



Entry from the OMol25 dataset: an isolated ion of composition C6H6F5N2 and charge +1 at a distorted geometry (the ωB97M-V functional and the def2-TZVPD basis).

As for the SMILES: CC(F)(F)c1[nH]cc[n+]1C(F)(F)F. The charge is +1.

```
19
Properties=species:S:1:pos:R:3:nbo_charge:R:1
C 2.011 -1.077 -0.979 -0.0875
C 1.402 -0.124 -1.730 0.0246
C 0.127 -0.636 0.191 0.4235
C -0.792 0.692 2.237 -0.6878
C -0.943 -0.489 1.274 0.6641
C -0.814 1.157 -1.561 1.1136
N 1.219 -1.365 0.130 -0.4515
N 0.242 0.271 -1.128 -0.3870
F -0.830 -1.706 1.860 -0.3164
F -2.098 -0.402 0.574 -0.3072
F -1.295 1.855 -0.588 -0.2678
F -1.730 0.519 -2.243 -0.2648
F -0.154 2.005 -2.419 -0.3127
H 3.048 -1.566 -1.095 0.2865
H 1.641 0.237 -2.715 0.2827
H -1.514 0.672 3.085 0.2783
H -1.148 1.513 1.634 0.2569
H 0.256 0.681 2.713 0.2540
H 1.372 -2.237 0.761 0.4987
```



Entry from the OMol25 dataset: one molecule with the formula C6H6FN at a distorted geometry (the ωB97M-V functional and the def2-TZVPD basis).

As for the SMILES: C=C[C@@H](F)C(=C)C#N.

```
14
Properties=species:S:1:pos:R:3:nbo_charge:R:1
C -1.600 -0.275 -1.121 0.2478
C 1.434 -1.702 0.551 -0.3511
C -1.608 1.561 0.513 -0.2636
C 1.152 -0.813 -0.400 -0.2186
C -0.993 0.638 -0.225 -0.1806
C 0.594 0.554 -0.004 0.1782
N -2.213 -1.050 -1.746 -0.2735
F 1.249 1.477 -0.813 -0.3574
H 1.849 -2.570 0.303 0.1869
H 1.549 -1.509 1.680 0.1935
H -1.006 2.074 1.265 0.2092
H -2.645 1.959 0.305 0.2240
H 1.317 -1.055 -1.394 0.2179
H 0.920 0.712 1.088 0.1873
```



Entry from the OMol25 dataset: one molecule with the formula C6H6FN at a distorted geometry (the ωB97M-V functional and the def2-TZVPD basis).

As for the SMILES: C=CC/C=C(/F)C#N.

```
14
Properties=species:S:1:pos:R:3:nbo_charge:R:1
C -1.153 0.093 -0.187 0.2766
C -0.320 0.166 0.851 -0.1724
C 0.925 -0.692 0.963 -0.4923
C 2.190 0.125 0.992 -0.1850
C 2.211 1.422 0.616 -0.4083
C -0.998 -0.850 -1.266 0.2036
H -0.462 0.887 1.662 0.2358
H 0.738 -1.341 1.850 0.2345
H 1.032 -1.469 0.180 0.2436
H 3.203 -0.340 1.230 0.2216
H 1.382 2.078 0.325 0.2045
H 3.214 1.928 0.569 0.2045
N -0.935 -1.645 -2.092 -0.2688
F -2.189 0.909 -0.332 -0.2980
```



Entry from the OMol25 dataset: an isolated ion of composition C6H6N and charge +1 at a distorted geometry (the ωB97M-V functional and the def2-TZVPD basis).

As for the SMILES: C=C=CC=[N+]=C=C. The charge is +1.

```
13
Properties=species:S:1:pos:R:3:nbo_charge:R:1
C 0.211 -1.594 1.275 0.2362
C -1.427 -0.274 0.133 0.5259
C -1.913 0.650 -0.594 -0.4645
C 1.165 1.176 -0.971 -0.4085
C 1.311 -0.727 0.907 -0.3737
C 1.049 0.245 -0.054 0.1990
N -0.955 -1.175 0.899 -0.3637
H 0.156 -2.387 1.914 0.2443
H -1.339 1.202 -1.271 0.2851
H -3.048 0.749 -0.683 0.3124
H 1.218 0.772 -1.904 0.2511
H 1.313 2.243 -0.988 0.2825
H 2.259 -0.880 1.337 0.2740
```



Entry from the OMol25 dataset: an isolated ion of composition C6H6N and charge +1 at a distorted geometry (the ωB97M-V functional and the def2-TZVPD basis).

As for the SMILES: C=C=C(C#[NH+])C=C. The charge is +1.

```
13
Properties=species:S:1:pos:R:3:nbo_charge:R:1
C -1.106 0.973 0.488 0.2645
C 0.994 0.964 -0.591 0.6858
C -2.253 1.238 1.021 -0.3726
C -0.017 -1.192 0.067 -0.2067
C 0.990 -1.839 -0.523 -0.3198
C -0.100 0.265 -0.050 -0.3371
N 2.079 1.229 -0.844 -0.4421
H -2.362 1.635 1.936 0.2544
H -3.240 1.129 0.600 0.2788
H 1.526 -1.286 -1.281 0.1728
H -0.591 -1.866 0.669 0.2631
H 1.001 -2.878 -0.636 0.2300
H 3.079 1.631 -0.856 0.5289
```



Entry from the OMol25 dataset: one molecule with the formula C6H6N2O at a distorted geometry (the ωB97M-V functional and the def2-TZVPD basis).

```
15
Properties=species:S:1:pos:R:3:nbo_charge:R:1
C -1.163 0.827 0.383 0.1172
C -3.203 1.032 -0.273 0.1459
C -1.131 -0.570 0.045 0.0573
C -3.634 -0.413 -0.018 0.5601
C 0.181 -1.122 0.040 -0.0456
C 1.461 -0.408 -0.107 -0.6777
N -2.136 1.604 0.077 -0.3849
N -2.503 -1.027 -0.136 -0.4976
O -4.775 -0.799 0.105 -0.5938
H -0.320 1.243 0.919 0.1919
H -3.756 1.481 -0.965 0.1815
H 0.120 -2.183 -0.015 0.2193
H 1.368 0.714 -0.188 0.2301
H 2.127 -0.690 -0.873 0.2571
H 2.161 -0.695 0.807 0.2392
```



| no. | E_tot (a.u.) |
| --- | --- |
| 1 | -801.45151 |
| 2 | -842.14922 |
| 3 | -840.79510 |
| 4 | -386.75549 |
| 5 | -386.77649 |
| 6 | -286.53807 |
| 7 | -286.56604 |
| 8 | -416.82322 |